{"formula": "C28H30Cl5FN2OV", "method": "ωB97M-V/def2-TZVPD", "energy_ev": -125562.63586, "fmax_ha_per_bohr": 0.037, "charge": 1, "symbols": ["V", "Cl", "C", "C", "Cl", "C", "Cl", "C", "O", "C", "Cl", "C", "Cl", "C", "C", "C", "C", "C", "C", "C", "C", "C", "C", "C", "C", "N", "C", "C", "C", "C", "C", "C", "F", "H", "H", "H", "H", "H", "H", "H", "H", "H", "H", "H", "H", "H", "H", "H", "H", "H", "H", "H", "H", "H", "C", "C", "C", "C", "N", "H", "H", "H", "H", "H", "H", "H", "H", "H"], "coordinates": [[-0.87037, 0.51819, -0.23596], [0.07777, 3.68465, -6.50423], [0.02255, 2.65181, -5.13994], [-0.66498, 3.04863, -3.99822], [-1.46788, 4.55752, -3.90035], [-0.68744, 2.18853, -2.91712], [-1.47203, 2.61122, -1.40594], [-0.05689, 0.95561, -2.90940], [-0.05850, 0.22776, -1.79387], [0.63311, 0.56701, -4.05315], [1.43352, -0.95044, -4.02910], [0.67201, 1.40899, -5.15992], [1.52769, 0.91694, -6.55599], [-1.05538, -0.29783, 3.52859], [-0.71125, 1.14888, 3.14984], [-1.80327, 1.80888, 2.30559], [0.64133, 1.36055, 2.48990], [1.49208, 2.29962, 3.05548], [2.73549, 2.56744, 2.50426], [3.14146, 1.91035, 1.35538], [2.32744, 0.96908, 0.74180], [2.81155, 0.29653, -0.52956], [2.95735, 1.33814, -1.64593], [4.13158, -0.45352, -0.32111], [1.06944, 0.69051, 1.31946], [0.26123, -0.39189, 0.78818], [0.72790, -1.71717, 1.00639], [1.65282, -2.00369, 2.01134], [2.14627, -3.28474, 2.18963], [1.72936, -4.31547, 1.36059], [0.80484, -4.05760, 0.36064], [0.31320, -2.78032, 0.20896], [-0.58160, -2.56123, -0.77128], [-1.93316, -0.30123, 4.17880], [-0.23488, -0.76092, 4.07843], [-1.27940, -0.91419, 2.66252], [-0.67462, 1.71195, 4.08288], [-1.79302, 1.41338, 1.27842], [-1.66444, 2.88654, 2.22539], [-2.80447, 1.59925, 2.68349], [1.17693, 2.82241, 3.95073], [3.38916, 3.29057, 2.97581], [4.11266, 2.12933, 0.92944], [2.06907, -0.43313, -0.84533], [3.76168, 2.04119, -1.42038], [2.04112, 1.91866, -1.78029], [3.19516, 0.84629, -2.59218], [4.94302, 0.22478, -0.04735], [4.41680, -0.95611, -1.24753], [4.03814, -1.21057, 0.45952], [1.98722, -1.20444, 2.66062], [2.86146, -3.47403, 2.97993], [2.12037, -5.31676, 1.49013], [0.45880, -4.83381, -0.30858], [-3.65902, -1.84661, 0.92963], [-3.51290, -0.99448, -0.33271], [-3.54994, -1.87061, -1.58789], [-4.61547, 0.07062, -0.40190], [-2.24057, -0.29553, -0.27811], [-4.55866, -2.45723, 0.84597], [-3.74328, -1.21900, 1.82000], [-2.79980, -2.50962, 1.04394], [-4.55103, -2.29100, -1.69124], [-2.83049, -2.68411, -1.51927], [-3.32557, -1.27827, -2.47703], [-5.58283, -0.40051, -0.22215], [-4.63497, 0.54308, -1.38562], [-4.46345, 0.84118, 0.35696]], "mulliken_charge": [-0.778, -0.161, 0.376, -0.056, -0.183, 1.062, -0.288, -1.419, 0.052, 0.312, -0.125, 0.313, -0.155, -1.304, 0.457, -0.234, 0.778, -1.236, -1.515, -0.786, 0.547, 1.259, -1.644, -1.591, 0.201, 2.865, 0.063, -0.631, -0.974, -0.606, -0.790, -0.163, -0.147, 0.514, 0.328, -0.013, 0.670, -0.580, 0.436, 0.445, 0.496, 0.423, 0.442, -0.197, 0.470, 0.302, 0.427, 0.320, 0.463, 0.332, 0.491, 0.473, 0.422, 0.563, -1.348, 1.229, -1.547, -1.522, 0.247, 0.487, 0.291, 0.240, 0.464, 0.297, 0.328, 0.452, 0.366, 0.292]}

***

{"formula": "C28H30FGaN2", "method": "ωB97M-V/def2-TZVPD", "e_above_lowest_kj_mol": 178.24, "fmax_ha_per_bohr": 0.067, "symbols": ["Ga", "C", "C", "C", "C", "C", "C", "C", "C", "C", "C", "H", "H", "H", "H", "H", "H", "H", "H", "H", "H", "H", "H", "H", "H", "H", "C", "N", "C", "C", "C", "C", "C", "N", "C", "C", "C", "C", "C", "C", "H", "H", "H", "H", "H", "H", "H", "H", "H", "H", "H", "F", "C", "C", "C", "C", "C", "C", "H", "H", "H", "H"], "coordinates": [[-0.49455, 0.37674, 0.15437], [2.01017, 1.51965, 1.38963], [1.84080, 0.89150, 2.64459], [0.60254, 1.34945, 3.23008], [-0.00058, 2.27535, 2.31207], [0.81800, 2.30545, 1.13783], [0.54005, 3.27473, 0.02218], [-1.09948, 3.23821, 2.60370], [0.15659, 0.99037, 4.58134], [2.74580, -0.01624, 3.34512], [3.25658, 1.55443, 0.58269], [0.87530, 4.28303, 0.32900], [-0.55662, 3.30625, -0.13802], [1.05153, 2.99659, -0.91808], [-0.62906, 4.17957, 2.88540], [-1.69257, 2.90332, 3.47094], [-1.73864, 3.37173, 1.74055], [-0.05734, -0.11148, 4.69425], [-0.73295, 1.60011, 4.87116], [0.93133, 1.22554, 5.37565], [2.93720, 0.29300, 4.39770], [3.74503, -0.07349, 2.84809], [2.38858, -1.06828, 3.34371], [3.97025, 2.32801, 0.93892], [3.02508, 1.75517, -0.47707], [3.78944, 0.58927, 0.61772], [0.51669, 0.50201, -2.80851], [-0.55181, 0.61468, -1.81420], [-1.84275, 0.87774, -2.20301], [-2.80917, 0.84594, -1.19431], [-4.24489, 0.79760, -1.15758], [-4.59672, 0.82028, 0.18585], [-3.43640, 0.86316, 0.93980], [-2.31262, 0.88647, 0.14328], [0.60664, -0.75907, -3.62787], [0.46222, -2.05949, -3.07830], [0.49054, -3.16339, -3.92957], [0.65565, -3.02675, -5.29644], [0.91986, -1.75915, -5.80897], [0.86870, -0.63115, -4.98915], [1.47765, 0.57135, -2.25492], [0.42260, 1.34592, -3.53316], [-2.07566, 1.18434, -3.23483], [-4.88240, 0.71358, -2.03905], [-5.63592, 0.75126, 0.57925], [-3.33298, 0.80839, 2.01227], [0.26348, -2.20718, -2.02403], [0.42326, -4.17532, -3.48443], [0.63773, -3.90647, -5.95927], [1.19729, -1.61168, -6.84098], [1.00274, 0.37380, -5.41818], [0.08065, -5.51873, 1.26884], [-0.03805, -4.20738, 1.09267], [1.10816, -3.43279, 0.88476], [0.90218, -2.05165, 0.74540], [-0.35477, -1.48021, 0.76255], [-1.45593, -2.27623, 1.03525], [-1.32797, -3.65943, 1.19647], [2.11437, -3.86006, 0.81729], [1.74978, -1.43418, 0.60879], [-2.44971, -1.84147, 1.02020], [-2.23488, -4.23271, 1.42061]], "mulliken_charge": [-1.450, 0.027, 0.951, 0.295, 0.095, 1.435, -1.333, -1.695, -1.683, -1.666, -1.750, 0.375, 0.353, 0.275, 0.296, 0.442, 0.308, 0.233, 0.369, 0.337, 0.376, 0.388, 0.208, 0.332, 0.361, 0.373, -0.970, 0.763, 0.406, -0.221, -0.979, -0.654, -0.682, 1.103, 0.919, -0.111, -0.525, -0.519, -0.487, -0.736, 0.129, 0.414, 0.492, 0.471, 0.380, 0.596, 0.319, 0.371, 0.347, 0.386, 0.309, -0.357, 0.293, -0.813, -0.124, 0.200, -0.045, -0.648, 0.457, 0.534, 0.315, 0.416]}

***

{"formula": "C28H30N3O6S", "method": "ωB97M-V/def2-TZVPD", "energy_ev": -57115.71499, "fmax_ha_per_bohr": 0.059, "charge": -1, "symbols": ["C", "N", "C", "C", "C", "C", "C", "C", "C", "C", "O", "N", "C", "C", "S", "N", "C", "C", "O", "C", "C", "H", "H", "H", "H", "H", "H", "H", "H", "H", "H", "H", "H", "H", "H", "H", "H", "H", "C", "C", "C", "O", "C", "O", "C", "C", "C", "C", "C", "C", "C", "C", "C", "O", "O", "H", "H", "H", "H", "H", "H", "H", "H", "H", "H", "H", "H", "H"], "coordinates": [[-4.63485, 3.82395, -1.05832], [-4.28213, 3.34120, 0.25959], [-4.95368, 4.03277, 1.34061], [-3.20441, 2.52811, 0.44245], [-2.36425, 2.21802, -0.66057], [-1.12445, 1.66806, -0.42828], [-0.73506, 1.26978, 0.86922], [0.62296, 0.79266, 1.07280], [1.66132, 1.61296, 0.73974], [2.98766, 1.02410, 0.59013], [3.17431, -0.19211, 0.68703], [4.04540, 1.92664, 0.35839], [5.40237, 1.37358, 0.32545], [3.89995, 3.23511, -0.08188], [5.21458, 4.15092, -0.56382], [2.59957, 3.72568, -0.05993], [2.42832, 5.16450, -0.30395], [1.57221, 3.09144, 0.68131], [0.70368, 3.77703, 1.21725], [-1.66732, 1.36611, 1.92330], [-2.87228, 2.00873, 1.72551], [-4.50816, 3.03955, -1.81024], [-5.68839, 4.12065, -1.04786], [-4.02827, 4.69433, -1.35888], [-4.60398, 3.70229, 2.32093], [-4.79041, 5.12026, 1.25864], [-6.03518, 3.85546, 1.26679], [-2.63184, 2.47859, -1.68261], [-0.42274, 1.51848, -1.25002], [0.82430, -0.12123, 1.64209], [6.04449, 2.03710, 0.90628], [5.37020, 0.36708, 0.73664], [5.76860, 1.37193, -0.70464], [1.38352, 5.37580, -0.52618], [2.73463, 5.75413, 0.56835], [3.07274, 5.43053, -1.14278], [-1.37465, 0.97580, 2.90075], [-3.55486, 2.12485, 2.56758], [1.51721, -4.51350, -1.12344], [2.50195, -3.38250, -0.85410], [3.90214, -3.66525, -1.40667], [2.10197, -2.15150, -1.50552], [1.00636, -1.50375, -1.00478], [0.45330, -0.65545, -1.68703], [0.57710, -1.87220, 0.32264], [-0.84494, -1.83070, 0.65345], [-1.61758, -3.04423, 0.12279], [-1.68284, -4.21866, 0.87055], [-2.44066, -5.29558, 0.39341], [-3.10109, -5.19248, -0.83685], [-2.97926, -4.02789, -1.60554], [-2.21824, -2.95497, -1.13196], [1.46917, -2.65878, 1.15773], [1.22532, -2.89036, 2.32733], [2.61724, -3.14273, 0.56557], [0.50174, -4.24432, -0.79227], [1.49666, -4.73146, -2.19769], [1.84068, -5.41754, -0.59050], [4.53009, -2.78297, -1.24685], [4.32978, -4.53698, -0.90471], [3.81328, -3.85808, -2.48014], [-0.93195, -1.77997, 1.74608], [-1.26104, -0.93101, 0.19730], [-1.12270, -4.27278, 1.81031], [-2.48986, -6.21116, 0.98599], [-3.70522, -6.02523, -1.20240], [-3.45876, -3.94346, -2.57933], [-2.06376, -2.04938, -1.72421]], "mulliken_charge": [-1.174, 0.086, -0.980, 2.081, -0.633, -0.201, -0.128, -1.475, 0.538, 0.539, -0.669, 0.006, -1.327, 0.305, -0.348, 0.047, -1.112, -0.093, -0.646, -0.529, -1.248, 0.349, 0.334, 0.343, 0.288, 0.325, 0.313, 0.179, 0.518, 1.189, 0.398, 0.364, 0.393, 0.310, 0.320, 0.437, 0.477, 0.205, -0.814, 1.585, -1.900, -0.348, -0.318, -0.730, 2.009, -0.494, -0.764, 0.222, -0.792, -0.360, -0.826, -0.037, 0.111, -0.790, -0.368, -0.246, 0.387, 0.334, 0.379, 0.390, 0.350, 0.580, -0.229, 0.399, 0.364, 0.354, 0.362, 0.413]}